# C28H21N7O2PtS

A structure of composition C28H21N7O2PtS (wB97M-V/def2-TZVPD, the Open Molecules 2025 dataset).

Element x y z (Å)
Pt  0.149  -0.156  -0.038
C  -3.683  -2.091  -0.500
C  -2.425  -1.600  -0.817
N  -1.569  -1.183  0.121
C  -1.894  -1.297  1.434
C  -3.173  -1.762  1.833
C  -4.080  -2.143  0.823
C  -3.478  -1.821  3.206
C  -2.519  -1.484  4.141
C  -1.261  -1.052  3.764
C  -0.912  -0.907  2.409
N  0.254  -0.428  1.869
C  1.307  0.243  2.448
C  1.600  0.406  3.815
C  2.679  1.158  4.234
C  3.546  1.749  3.333
C  3.338  1.589  1.954
C  4.202  2.127  0.977
C  3.891  1.971  -0.365
C  2.727  1.318  -0.717
N  1.905  0.769  0.192
C  2.201  0.864  1.514
H  -4.348  -2.409  -1.287
H  -2.076  -1.552  -1.839
H  -5.066  -2.482  1.105
H  -4.464  -2.139  3.511
H  -2.747  -1.555  5.195
H  -0.560  -0.822  4.541
H  0.989  -0.052  4.566
H  2.845  1.280  5.294
H  4.385  2.338  3.671
H  5.086  2.659  1.292
H  4.530  2.370  -1.138
H  2.430  1.222  -1.750
N  5.636  1.096  -4.861
C  4.333  0.743  -4.599
C  3.275  1.556  -5.020
C  1.976  1.262  -4.649
C  1.730  0.144  -3.872
C  2.764  -0.679  -3.459
C  4.060  -0.388  -3.822
S  0.097  -0.262  -3.288
O  -0.906  0.066  -4.258
O  0.137  -1.622  -2.803
N  -0.092  0.610  -1.912
C  -0.711  1.780  -1.804
N  -0.843  2.618  -2.834
C  -1.545  3.713  -2.626
C  -2.112  4.032  -1.397
C  -1.847  3.144  -0.363
N  -1.156  2.041  -0.547
H  5.790  1.730  -5.626
H  6.327  0.372  -4.765
H  3.497  2.420  -5.628
H  1.146  1.883  -4.943
H  2.523  -1.534  -2.850
H  4.879  -1.014  -3.506
H  -1.642  4.372  -3.478
H  -2.702  4.920  -1.246
H  -2.196  3.316  0.647

Cartesian forces (eV/Å) of the 2 atoms listed first:
Pt 0.6790 -0.4945 -1.1535
C -0.7180 -0.1934 0.9862

- E_tot (Ha) = -2130.95206
- charge = 0
- gap between HOMO and LUMO (eV) = 6.5
- energy relative to the best compared isomer or geometry (same formula, charge and spin) (eV) = 0.243

# C40H50Br2N5OReSbSi3

A structure of composition C40H50Br2N5OReSbSi3 (wB97M-V/def2-TZVPD, the Open Molecules 2025 dataset).

Element x y z (Å)
Re  -1.132  -0.276  0.135
Br  -3.353  -1.789  4.550
C  -3.115  -2.777  2.976
C  -3.459  -4.146  3.001
C  -3.302  -4.936  1.903
Br  -3.769  -6.756  1.995
C  -2.764  -4.394  0.707
C  -2.505  -5.128  -0.465
C  -1.928  -4.493  -1.529
C  -1.603  -3.136  -1.429
N  -1.839  -2.400  -0.358
C  -2.427  -3.025  0.706
C  -2.616  -2.203  1.836
O  -2.290  -0.919  1.688
H  -3.855  -4.562  3.917
H  -2.748  -6.181  -0.504
H  -1.700  -5.020  -2.445
H  -1.118  -2.667  -2.267
N  -2.956  0.962  0.210
C  -3.759  0.978  -0.991
C  -4.966  1.598  -1.116
C  -5.643  1.564  -2.356
C  -5.073  0.959  -3.441
C  -3.791  0.364  -3.339
C  -3.070  -0.137  -4.445
C  -1.778  -0.551  -4.265
C  -1.224  -0.532  -2.977
N  -1.897  -0.163  -1.902
C  -3.159  0.343  -2.086
H  -3.417  0.398  0.930
H  -2.851  1.891  0.616
H  -5.407  2.115  -0.272
H  -6.610  2.039  -2.444
H  -5.577  0.955  -4.399
H  -3.529  -0.148  -5.426
H  -1.169  -0.891  -5.090
H  -0.192  -0.822  -2.827
C  1.480  3.507  0.862
Sb  2.007  1.506  1.441
C  -0.110  0.798  1.733
C  0.246  -0.523  2.291
C  0.540  -0.923  3.595
C  0.804  -2.255  3.832
C  0.765  -3.180  2.783
C  0.460  -2.735  1.523
N  0.231  -1.429  1.280
Si  -0.971  2.095  2.839
C  0.183  2.791  4.146
C  -2.454  1.448  3.768
C  -1.629  3.493  1.734
C  2.585  0.707  -0.559
C  1.523  1.251  -1.454
C  1.886  1.967  -2.607
C  1.020  2.819  -3.251
C  -0.251  2.981  -2.716
C  -0.602  2.152  -1.684
N  0.199  1.226  -1.107
Si  2.988  -1.180  -0.640
C  4.367  -1.672  -1.806
C  3.505  -1.846  1.032
C  1.572  -2.125  -1.446
Si  4.362  1.563  -0.816
C  5.463  0.968  0.581
C  4.270  3.434  -0.711
C  5.299  1.241  -2.424
H  0.816  3.883  1.635
H  0.984  3.589  -0.103
H  2.365  4.132  0.870
H  0.548  -0.194  4.393
H  1.037  -2.589  4.835
H  0.970  -4.227  2.952
H  0.402  -3.406  0.677
H  0.228  2.115  5.003
H  -0.218  3.739  4.514
H  1.210  2.982  3.832
H  -2.152  0.810  4.600
H  -3.151  0.868  3.165
H  -2.987  2.303  4.193
H  -1.369  3.399  0.677
H  -1.241  4.463  2.049
H  -2.718  3.565  1.831
H  2.902  1.887  -2.957
H  1.345  3.383  -4.116
H  -0.959  3.704  -3.097
H  -1.605  2.222  -1.294
H  5.368  -1.428  -1.457
H  4.243  -1.295  -2.821
H  4.310  -2.764  -1.864
H  4.572  -1.671  1.176
H  3.354  -2.927  1.063
H  2.987  -1.409  1.887
H  1.613  -1.960  -2.527
H  0.578  -1.882  -1.082
H  1.739  -3.195  -1.290
H  4.960  0.835  1.539
H  6.242  1.721  0.730
H  5.968  0.035  0.329
H  4.274  3.795  0.318
H  3.433  3.890  -1.240
H  5.187  3.808  -1.172
H  5.995  0.411  -2.335
H  5.899  2.140  -2.592
H  4.724  1.077  -3.335

Cartesian forces (eV/Å) of the 2 atoms listed first:
Re 0.3955 0.0945 -0.2704
Br -0.0303 -0.0379 0.0096

- ⟨S²⟩ = 0.755
- E_tot (Ha) = -8237.93273
- 2S+1 = 2
- charge = +2
- gap between HOMO and LUMO (alpha / beta) (eV) = 6.7 / 6.1
- energy relative to the best compared isomer or geometry (same formula, charge and spin) (eV) = 0.000

Question: What is the E_tot in the first record?
Answer: -2130.95206 Ha

Question: The highest E_tot belongs to which entry?
Answer: C28H21N7O2PtS

Question: The lowest E_tot belongs to which entry?
Answer: C40H50Br2N5OReSbSi3

Question: The lowest charge belongs to which entry?
Answer: C28H21N7O2PtS